A single C5H7NO molecule, computed with the ωB97M-V functional and the def2-TZVPD basis.

Each line ends with the Mulliken charge.
Cartesian coordinates (Å):
1 N -2.2075 0.9504 -0.4025  -0.4899
2 C -1.7773 0.3262 0.7291  0.3837
3 O -2.1195 -0.3964 1.6228  -0.5314
4 C 1.8022 -1.2284 0.6698  -0.7262
5 C 1.4837 -0.1030 0.0401  -0.0809
6 C 0.2506 0.0743 -0.8061  -0.5946
7 C -0.7362 0.9706 -0.0790  -0.0277
8 H -2.5978 0.4503 -1.1947  0.2807
9 H 1.1907 -2.1242 0.5806  0.2204
10 H 2.6793 -1.2948 1.3072  0.2574
11 H 2.1096 0.7810 0.1661  0.2858
12 H -0.2098 -0.9022 -1.0035  0.3513
13 H 0.5071 0.5224 -1.7758  0.2770
14 H -0.3751 1.9738 0.1459  0.3942

Cartesian forces, eV/Å:
-0.2 -0.1 0.0
-0.1 -0.2 0.2
0.1 0.4 -0.4
0.0 0.1 -0.1
0.1 -0.1 0.1
0.0 -0.1 0.0
0.3 0.0 0.1
0.1 0.0 0.1
0.1 0.1 0.0
-0.1 0.0 -0.1
-0.1 -0.1 0.0
0.1 0.1 0.1
0.0 0.0 0.1
-0.1 -0.1 0.0

Results
* structure (SMILES): C=CC[C@H]1NC1=O
* ΔE to the lowest compared entry with this formula, charge and spin: 52.6 kcal per mole
* electronic energy: -8833.920 eV
* LUMO energy: 1.0 eV
* highest occupied orbital energy: -0.3527 Ha



A 2-piece molecular cluster, C20H17Br2NO3 overall at a distorted geometry, computed with the ωB97M-V functional and the def2-TZVPD basis.

Each line ends with the Mulliken charge.
Cartesian coordinates (Å):
1 C 6.2706 4.0015 1.5395  -0.8271
2 O 4.8822 4.3451 1.3047  -0.4482
3 C 3.9373 3.5304 1.8400  0.9521
4 C 4.2570 2.4117 2.6485  -0.3655
5 C 3.2420 1.5838 3.0861  -0.8451
6 C 1.8769 1.8509 2.7832  0.1952
7 C 0.8141 0.9917 3.1881  -0.6551
8 C 0.8424 -0.4018 3.1013  0.8802
9 C -0.2252 -1.1979 3.6534  -0.5273
10 C -0.2679 -2.5539 3.5381  -0.3016
11 Br -1.6751 -3.5757 4.2537  -0.1416
12 C 0.8056 -3.3107 2.8178  0.7073
13 O 0.7995 -4.5397 2.7149  -0.6348
14 C 1.8778 -2.4612 2.2282  -0.5990
15 Br 3.2190 -3.3353 1.2370  -0.1520
16 C 1.8744 -1.1064 2.3859  -0.2278
17 C 1.5820 3.0168 2.0219  -0.3828
18 C 2.5804 3.8234 1.5383  -0.6874
19 H 6.8178 4.7719 0.9980  0.2452
20 H 6.5171 4.0360 2.6115  0.3267
21 H 6.5121 3.0037 1.1422  0.3512
22 H 5.3018 2.1931 2.8907  0.3574
23 H 3.5099 0.7120 3.6824  0.5571
24 H -0.1079 1.4609 3.5290  0.3802
25 H -1.0285 -0.6829 4.1731  0.4206
26 H 2.6802 -0.5428 1.9290  0.5524
27 H 0.5321 3.2091 1.7900  0.4314
28 H 2.3703 4.6925 0.9181  0.4267
29 C -6.3019 2.6914 -1.3204  -0.7868
30 O -5.7985 3.4921 -0.2196  -0.3990
31 C -4.5742 3.1716 0.2828  0.9448
32 C -4.0872 3.9503 1.3555  -0.6575
33 C -2.8323 3.6431 1.8682  -0.2218
34 N -2.0604 2.6462 1.3955  -0.3174
35 C -2.5376 1.9025 0.3847  -0.5410
36 C -3.7831 2.1151 -0.2150  -0.4256
37 H -7.2751 3.1314 -1.5367  0.2281
38 H -5.6496 2.7599 -2.2041  0.3368
39 H -6.4181 1.6349 -1.0347  0.3362
40 H -4.6774 4.7651 1.7609  0.4031
41 H -2.4186 4.2209 2.6985  0.3660
42 H -1.9084 1.0867 0.0159  0.3894
43 H -4.1124 1.4792 -1.0385  0.3564

Cartesian forces, eV/Å:
-0.6 0.2 -0.1
0.4 -0.4 0.3
-0.3 -0.6 0.2
0.1 0.8 -0.7
-0.9 -0.1 -0.1
1.7 1.1 -0.5
-0.6 -2.4 0.1
-0.1 1.5 0.1
-0.6 -1.0 0.0
0.7 0.9 -0.3
0.1 0.1 0.0
0.0 -1.4 0.0
0.0 1.7 0.1
-0.6 1.1 0.5
-0.1 0.1 0.1
0.7 -1.2 -0.4
-0.2 -0.8 0.5
1.1 0.1 0.1
0.1 -0.2 0.1
-0.1 0.1 -0.3
-0.1 0.3 0.0
-0.6 0.0 0.0
-0.2 0.2 0.0
0.1 -0.1 0.0
0.1 -0.1 0.0
-0.2 0.0 0.0
0.3 0.1 0.0
0.0 -0.2 0.1
0.2 0.3 0.5
0.3 -0.6 -0.3
0.1 -0.2 -0.1
0.1 -0.5 -0.4
-0.2 -0.4 -0.5
-0.1 -0.2 -0.1
-0.3 0.5 0.2
0.0 0.4 0.4
0.1 -0.2 -0.1
-0.1 0.1 0.3
0.0 0.3 0.0
0.0 -0.1 -0.1
-0.1 -0.2 -0.2
-0.1 0.3 0.2
0.1 0.2 0.3

Results
* structure (SMILES): COc1ccc(C=C2C=C(Br)C(=O)C(Br)=C2)cc1.COc1ccncc1
* electronic energy: -168731.469 eV
* LUMO energy: -1.1 eV
* highest occupied orbital energy: -0.2914 Ha



A single C4H3ClN2 molecule at a distorted geometry, computed with the ωB97M-V functional and the def2-TZVPD basis.

Each line ends with the Mulliken charge.
Cartesian coordinates (Å):
1 C 0.1539 0.0614 -0.4606  0.2758
2 C 0.4085 -0.9991 0.3303  -0.4860
3 C 0.2740 -0.6466 1.7570  0.0809
4 C -0.5859 1.1547 0.1220  -0.0319
5 H 0.9016 -1.8457 0.1999  0.5048
6 H 1.2006 -1.2855 2.2645  0.2221
7 H -0.9518 1.9648 -0.6253  0.3185
8 N -0.4328 0.3533 2.2856  -0.3775
9 N -1.0313 1.1191 1.3906  -0.3154
10 Cl 0.4468 -0.3861 -2.2391  -0.1913

Cartesian forces, eV/Å:
-0.9 -1.1 -1.4
-1.8 5.1 4.3
3.1 -1.9 -0.6
-1.0 -0.1 -1.7
1.9 -3.6 -1.4
-3.2 1.7 0.1
0.4 -1.4 1.8
1.2 -2.2 -0.8
0.7 1.9 -1.9
-0.4 1.5 1.6

Results
* structure (SMILES): Clc1ccnnc1
* ΔE to the lowest compared entry with this formula, charge and spin: 69.0 kcal per mole
* electronic energy: -19696.000 eV
* LUMO energy: -0.1 eV
* highest occupied orbital energy: -0.3612 Ha



A 12-piece molecular cluster, C18H60N12O12 overall at a distorted geometry, computed with the ωB97M-V functional and the def2-TZVPD basis.

Each line ends with the Mulliken charge.
Cartesian coordinates (Å):
1 C -0.4021 4.5676 0.7618  0.5850
2 O 0.1532 4.9400 -0.2470  -0.6838
3 N -1.3947 5.4172 1.2388  -0.6178
4 N -0.2562 3.3773 1.3105  0.5579
5 H -1.9003 5.8877 0.4963  0.2780
6 H -2.0766 4.9555 1.8310  0.2156
7 H 0.6478 2.9164 1.1825  -0.1962
8 H -0.7929 3.1116 2.1374  -0.1357
9 C 3.7331 -3.0296 0.7910  0.6816
10 O 3.2111 -3.9888 0.2855  -0.6936
11 N 4.9935 -2.9959 1.1019  -0.4113
12 N 2.9967 -1.9286 0.8885  -0.0894
13 H 5.3474 -3.9034 1.2754  0.2635
14 H 5.3464 -2.1686 1.5372  0.1895
15 H 3.2588 -1.1193 1.4448  0.0414
16 H 2.1139 -1.8706 0.4416  -0.3207
17 C -3.1101 0.1749 -4.1768  0.3483
18 O -4.1085 -0.1505 -4.8189  -0.7446
19 N -2.6997 1.4515 -4.1050  -0.2617
20 N -2.3004 -0.7316 -3.6265  -0.1250
21 H -2.0333 1.8237 -3.4713  0.1651
22 H -3.4136 2.1010 -4.3827  0.2025
23 H -1.7411 -0.4620 -2.8300  0.1504
24 H -2.7785 -1.6277 -3.6279  0.2706
25 C -0.8390 -3.8905 -2.7486  0.3695
26 O -1.8042 -3.1308 -2.5415  -0.5921
27 N -0.2028 -4.5555 -1.7041  -0.2724
28 N -0.2920 -3.9472 -4.0131  -0.4211
29 H 0.6464 -5.1036 -1.8724  0.1444
30 H -0.7994 -4.6646 -0.8790  0.3057
31 H -0.9516 -3.5318 -4.6961  0.2516
32 H 0.0018 -4.8513 -4.3417  0.2590
33 C 2.2070 -1.0927 4.2365  0.6352
34 O 2.8667 -0.2901 3.6207  -0.8018
35 N 1.6862 -0.7946 5.4473  -0.4811
36 N 2.1596 -2.3708 3.8414  -0.2559
37 H 1.0417 -1.3935 5.9009  0.1973
38 H 1.7497 0.1917 5.6119  0.1999
39 H 2.4832 -2.6146 2.9071  0.1451
40 H 1.9826 -3.1110 4.4822  0.1546
41 C 3.3989 2.1512 0.5656  0.4470
42 O 3.9848 3.2171 0.4688  -0.7080
43 N 2.7902 2.0539 1.8871  -0.1076
44 N 3.3356 1.2411 -0.4419  -0.2556
45 H 3.0161 1.2114 2.4359  0.1847
46 H 3.1759 2.8815 2.2958  0.2613
47 H 3.3163 1.7324 -1.3362  0.2079
48 H 2.4581 0.6902 -0.3145  0.1369
49 C -4.9387 0.1681 -0.6839  -1.4612
50 C -3.9791 1.3079 -0.5160  1.1118
51 O -4.5809 2.2994 0.3206  -0.6049
52 H -5.9475 0.5264 -0.9444  0.3685
53 H -5.1744 -0.2575 0.2876  0.4194
54 H -4.7035 -0.6447 -1.3538  0.3265
55 H -3.7509 1.8780 -1.4119  -0.0476
56 H -3.0404 0.9666 -0.0996  -0.4599
57 H -5.0020 1.8039 1.0114  0.3505
58 C 3.2496 -0.1349 -4.2055  -0.6818
59 C 2.6969 -1.5598 -4.1060  -0.4920
60 O 1.4009 -1.5765 -3.5289  -0.3045
61 H 4.2604 -0.1125 -4.5551  0.4497
62 H 3.4205 0.2041 -3.1823  -0.1013
63 H 2.6098 0.5958 -4.7058  0.2642
64 H 3.3552 -2.2305 -3.5460  0.3941
65 H 2.6535 -2.0552 -5.0913  0.3151
66 H 1.2955 -2.4596 -3.1825  0.1594
67 C -2.5600 -3.0244 2.3573  -1.2995
68 C -1.5310 -3.8847 1.6808  0.4809
69 O -2.0782 -4.2910 0.4414  -0.5935
70 H -3.5037 -3.5551 2.2657  0.4596
71 H -2.7083 -2.0724 1.7727  0.1528
72 H -2.5132 -2.7661 3.4024  0.3928
73 H -1.2367 -4.7577 2.3001  0.3848
74 H -0.6559 -3.3218 1.4040  -0.2541
75 H -2.7496 -3.6231 0.2699  0.2320
76 C 0.1406 2.8241 4.9191  -0.9155
77 C -1.1916 2.1784 4.9404  -0.0630
78 O -1.7324 2.4385 3.6338  -0.4934
79 H -0.0510 3.8869 4.6668  0.3542
80 H 0.7553 2.4173 4.0838  -0.0271
81 H 0.7475 2.8621 5.8290  0.3859
82 H -1.8640 2.6259 5.6735  0.3273
83 H -0.9908 1.0982 5.1439  0.1971
84 H -2.5790 2.0131 3.6220  0.1966
85 C 1.3214 2.6135 -2.8726  -0.1331
86 C -0.0927 3.1653 -3.0835  -0.8547
87 O -0.8819 2.7279 -1.9786  -0.2362
88 H 1.8416 3.0752 -2.0377  0.3137
89 H 1.8587 2.9127 -3.7764  0.4377
90 H 1.3408 1.5143 -2.7634  -0.4447
91 H -0.5023 2.7967 -4.0351  0.5277
92 H -0.0833 4.2448 -3.0571  0.3860
93 H -0.6823 3.3493 -1.2642  -0.0957
94 C -0.2846 -0.1226 1.1573  0.0996
95 C -0.4493 -0.4720 -0.2729  0.8412
96 O 0.8420 -0.7035 -0.7958  0.9350
97 H -1.1980 0.3629 1.4821  0.3352
98 H 0.4616 0.6646 1.3026  -0.7609
99 H -0.0877 -1.0114 1.7492  -0.1051
100 H -0.9202 0.3563 -0.8296  -0.3083
101 H -1.0613 -1.4012 -0.3606  -0.0834
102 H 0.8491 -0.6154 -1.7270  -0.4522

Cartesian forces, eV/Å:
-1.9 1.8 -1.1
1.6 -0.1 -1.4
-1.0 -0.6 1.0
0.7 -1.6 1.4
0.6 0.1 0.0
0.1 0.1 0.2
-0.4 0.2 0.1
0.3 0.1 -0.3
-2.6 0.3 -1.9
-0.7 -2.9 -0.7
2.4 0.7 1.1
0.1 2.7 1.7
0.9 -0.5 0.2
0.5 0.0 0.3
0.1 -0.3 -0.3
-0.6 -0.2 -0.6
-0.8 0.1 -1.2
0.0 0.1 0.2
-0.7 1.5 -0.6
0.0 -1.1 0.4
0.4 -0.2 0.8
0.0 0.1 -0.1
0.0 -0.4 -0.1
0.8 0.0 0.5
-0.8 0.9 1.6
1.0 -1.4 0.1
-0.3 0.2 -1.6
-0.7 -0.1 -0.9
-0.8 0.4 0.3
0.5 0.1 -0.2
0.8 -0.1 0.8
0.3 -0.2 0.2
1.1 -1.1 0.7
0.4 1.7 -1.2
0.2 0.6 -0.3
-0.5 -1.3 -0.8
-0.6 -0.1 0.4
-0.3 0.1 0.6
-0.1 0.3 0.4
-0.3 -0.3 0.2
0.8 2.6 2.3
0.4 0.1 -1.4
0.0 -2.1 -1.7
-2.2 -0.9 0.6
-0.4 0.4 -0.3
0.1 0.3 0.6
0.3 -0.3 0.3
0.9 0.0 -0.6
-1.6 0.0 0.1
-0.2 0.7 -0.3
0.5 0.1 0.0
0.4 0.2 -0.5
0.5 -0.4 0.5
0.5 0.0 -0.3
0.0 -0.4 -0.4
0.4 -0.1 0.2
-0.5 -0.1 0.7
-0.3 -0.5 1.4
0.3 -0.2 -1.0
0.3 0.8 0.2
0.5 -0.2 -0.9
-0.4 0.2 0.2
0.1 -0.4 -0.1
0.2 0.4 0.3
-0.1 0.4 -0.1
-0.5 -0.4 0.1
-1.2 1.0 -0.7
0.5 -0.1 0.5
-0.5 -0.5 0.1
-0.3 -0.2 0.0
0.3 -0.7 0.6
0.7 0.0 0.4
-0.2 0.4 -0.5
0.8 0.3 0.5
-0.1 -0.2 -0.7
1.2 1.8 -0.9
0.4 -0.7 0.1
0.3 -0.4 0.6
0.4 -0.4 0.0
-0.3 0.1 0.6
-0.4 -0.5 0.1
0.1 -0.2 0.2
-0.9 0.4 -0.3
-0.8 -0.3 -0.4
-0.1 0.3 -1.1
0.9 -0.7 1.1
-0.8 -0.2 -0.3
-0.3 0.2 0.2
0.4 -0.3 0.0
-0.2 0.5 -0.2
0.0 0.1 0.4
0.1 0.4 -0.4
0.0 0.0 0.1
-0.4 0.8 0.6
-0.4 -0.3 -0.8
0.6 -0.2 1.5
-0.4 -0.2 0.4
0.3 -0.4 0.0
0.2 0.1 0.3
0.0 -0.2 0.2
0.2 0.6 -0.2
0.1 -0.2 -1.9

Results
* structure (SMILES): NC(N)=O.NC(N)=O.NC(N)=O.NC(N)=O.NC(N)=O.NC(N)=O.CCO.CCO.CCO.CCO.CCO.CCO
* ΔE to the lowest compared entry with this formula, charge and spin: 19.9 kcal per mole
* electronic energy: -62094.361 eV
* LUMO energy: -0.1 eV
* highest occupied orbital energy: -0.3327 Ha



A 2-piece molecular cluster, CH3ClO2PS overall at a distorted geometry, computed with the ωB97M-V functional and the def2-TZVPD basis.

Each line ends with the Mulliken charge.
Cartesian coordinates (Å):
1 C 0.7363 0.4655 -0.5586  -0.7679
2 O -3.4451 -0.8611 0.4015  -0.5346
3 O -1.3596 -0.5011 1.9439  -0.4882
4 P -1.9802 -0.7301 0.6121  0.8280
5 S -0.9783 0.1084 -1.1112  -0.1001
6 Cl 3.6999 -0.0440 0.2566  -0.8775
7 H 0.7523 1.4797 -0.1452  0.3268
8 H 1.3032 0.3284 -1.4806  0.3477
9 H 1.2715 -0.2458 0.0815  0.2657

Cartesian forces, eV/Å:
0.0 -0.1 -0.2
1.4 -0.7 -0.4
0.0 -0.9 -1.6
-0.6 2.8 0.6
-0.5 -1.3 1.7
0.1 0.0 0.0
0.2 -0.4 -0.2
0.0 0.6 0.0
-0.6 0.0 0.3

Results
* ΔE to the lowest compared entry with this formula, charge and spin: 36.6 kcal per mole
* electronic energy: -37830.338 eV
* LUMO energy: 1.5 eV
* net charge: -1
* highest occupied orbital energy: -0.1570 Ha



A single C22H44O2 molecule, computed with the ωB97M-V functional and the def2-TZVPD basis.

Each line ends with the Mulliken charge.
Cartesian coordinates (Å):
1 C -1.6134 -1.9912 1.0549  -0.7128
2 C -0.6777 -3.0360 1.6513  -0.6787
3 C 0.2892 -3.6350 0.6297  -0.8844
4 C 1.3057 -2.6278 0.0957  -0.0080
5 C 2.3510 -3.3021 -0.7916  -0.9698
6 C 3.3027 -2.3116 -1.4632  -0.6965
7 C 4.2353 -1.6075 -0.4801  -0.2476
8 C 5.1425 -0.6037 -1.1875  -0.6929
9 C 6.0388 0.1846 -0.2324  -1.0504
10 C 5.3102 1.1078 0.7489  -0.7530
11 C 4.4676 2.2052 0.0838  -0.7973
12 C 2.9835 1.8560 -0.0294  0.3239
13 C 2.1906 2.9781 -0.6963  -1.0222
14 C 0.7314 2.6100 -0.9666  -0.6665
15 C -0.0965 2.4219 0.3032  -0.5222
16 C -1.5771 2.2207 -0.0134  -0.6298
17 C -2.4126 2.0458 1.2529  -0.5317
18 C -3.9177 2.0075 0.9865  -1.0196
19 C -4.3596 0.7840 0.1863  0.0853
20 H -3.9128 0.8129 -0.8083  0.3364
21 C -5.8783 0.7249 0.0472  -0.9103
22 C -6.3195 -0.5069 -0.7552  -0.3972
23 C -7.8184 -0.5015 -0.8853  0.3980
24 O -8.4449 0.0007 -1.7788  -0.5686
25 O -8.4115 -1.1058 0.1541  -0.4465
26 H -9.3767 -1.0588 0.0683  0.3364
27 H -5.8793 -0.4739 -1.7518  0.3817
28 H -6.0070 -1.4142 -0.2386  0.3261
29 H -6.2356 1.6254 -0.4568  0.3719
30 H -6.3360 0.6883 1.0381  0.3874
31 H -4.0066 -0.1203 0.6857  -0.0705
32 H -4.2121 2.9137 0.4521  0.3267
33 H -4.4414 2.0067 1.9459  0.3793
34 H -2.1122 1.1275 1.7622  0.1685
35 H -2.2023 2.8797 1.9272  0.4285
36 H -1.9460 3.0860 -0.5693  0.4063
37 H -1.6864 1.3434 -0.6535  0.2891
38 H 0.0195 3.3018 0.9405  0.3033
39 H 0.2693 1.5577 0.8606  0.1921
40 H 0.6947 1.6939 -1.5614  0.2125
41 H 0.2774 3.4059 -1.5628  0.4504
42 H 2.2276 3.8728 -0.0700  0.3483
43 H 2.6677 3.2250 -1.6486  0.3716
44 H 2.5884 1.6732 0.9718  0.2903
45 H 2.8553 0.9431 -0.6107  -0.2384
46 H 4.5516 3.1248 0.6683  0.4109
47 H 4.8693 2.4187 -0.9092  0.3978
48 H 4.6785 0.5178 1.4146  0.3719
49 H 6.0751 1.5776 1.3721  0.3768
50 H 6.7265 0.7908 -0.8280  0.3732
51 H 6.6423 -0.5210 0.3450  0.4037
52 H 4.5347 0.0897 -1.7710  0.3150
53 H 5.7811 -1.1425 -1.8928  0.4733
54 H 3.6402 -1.0895 0.2709  -0.0961
55 H 4.8485 -2.3506 0.0353  0.5242
56 H 3.9060 -2.8456 -2.2019  0.3735
57 H 2.7153 -1.5628 -2.0014  0.2736
58 H 1.8333 -3.8707 -1.5686  0.3868
59 H 2.9296 -4.0120 -0.1957  0.3580
60 H 1.7959 -2.1419 0.9413  0.2285
61 H 0.7934 -1.8579 -0.4841  0.1244
62 H 0.8296 -4.4585 1.1037  0.3861
63 H -0.2804 -4.0528 -0.2040  0.3361
64 H -1.2780 -3.8437 2.0775  0.3638
65 H -0.1060 -2.5860 2.4666  0.3309
66 H -2.1677 -2.4097 0.2172  0.3394
67 H -1.0594 -1.1252 0.7026  -0.0549
68 H -2.3261 -1.6569 1.8063  0.4043

Cartesian forces, eV/Å:
0.1 -0.1 0.2
-0.1 -0.1 -0.2
0.0 0.3 0.3
0.0 -0.5 -0.1
-0.1 0.4 -0.1
0.1 -0.2 0.3
-0.1 0.2 -0.5
0.1 -0.1 0.3
-0.1 0.0 0.0
0.2 0.1 -0.2
-0.1 -0.3 0.2
0.1 0.5 -0.1
-0.2 -0.3 -0.1
0.2 0.2 0.3
-0.2 -0.1 -0.5
0.2 0.0 0.5
-0.2 0.2 -0.3
0.2 -0.3 0.0
-0.3 0.3 0.2
0.1 -0.1 -0.1
0.2 -0.2 -0.1
-0.2 0.2 0.1
0.0 0.0 -0.4
0.0 0.1 -0.1
-0.1 -0.4 0.6
0.2 0.2 -0.2
-0.1 -0.1 0.0
0.1 0.0 0.0
0.0 0.0 0.0
0.0 0.1 0.0
0.1 -0.1 0.0
-0.1 0.1 0.0
-0.1 0.1 0.0
0.1 0.0 0.1
0.1 0.0 0.1
0.0 0.0 -0.1
0.0 0.0 -0.1
0.0 0.0 0.1
0.0 0.0 0.1
0.0 0.0 -0.1
-0.1 0.0 -0.1
0.0 0.1 0.0
0.1 0.1 0.0
0.0 -0.1 0.0
-0.1 -0.2 0.0
0.0 0.1 -0.1
0.0 0.1 -0.1
0.0 0.0 0.1
0.0 -0.1 0.1
0.1 0.0 0.0
0.1 0.0 0.0
-0.1 0.0 -0.1
0.0 0.0 -0.1
0.0 0.0 0.1
0.0 0.0 0.1
0.0 0.1 -0.1
0.0 0.0 -0.1
0.0 -0.1 0.0
0.0 -0.1 0.0
0.0 0.1 0.0
0.0 0.1 0.0
0.0 -0.1 -0.1
0.0 -0.1 0.0
0.0 0.0 0.1
0.0 0.0 0.1
-0.1 0.0 -0.1
0.0 0.2 -0.1
-0.1 0.1 0.0

Results
* structure (SMILES): CCCCCCCCCCCCCCCCCCCCCC(=O)O
* ΔE to the lowest compared entry with this formula, charge and spin: 2.4 kcal per mole
* electronic energy: -27624.680 eV
* LUMO energy: 0.8 eV
* highest occupied orbital energy: -0.3785 Ha



| no. | frontier orbital gap (eV) |
| --- | --- |
| 1 | 10.611 |
| 2 | 6.855 |
| 3 | 9.700 |
| 4 | 8.929 |
| 5 | 5.723 |
| 6 | 11.067 |